# 1
69
Properties=species:S:1:pos:R:3 method="wB97M-V/def2-TZVPD" homo_ev=-8.6 spin_multiplicity=1 e_tot_ev=-92843.08165
C -1.7632 1.4511 0.4681
O -0.5133 0.7210 0.4511
C 0.2271 0.9238 1.6579
C -0.1838 -0.1103 2.8384
O -1.1967 -0.9723 2.3493
C -1.2871 -2.2073 3.0988
C -0.5873 0.7388 4.1078
F -1.0846 0.0107 5.1735
F -1.4691 1.7755 3.8695
F 0.5982 1.3407 4.5771
H -1.6486 2.5469 0.2330
H -2.4876 0.9128 -0.2199
H -2.1911 1.3161 1.5156
H 0.1181 2.0060 1.9822
H 1.3302 0.7916 1.4180
H 0.7788 -0.6734 3.0692
H -2.1571 -2.0792 3.8288
H -1.5948 -3.0532 2.4112
H -0.3625 -2.4446 3.7116
C 4.6467 2.7367 6.1923
S 3.9374 3.0355 4.5599
O 5.0636 3.0572 3.5810
C 3.4636 4.7483 4.8758
H 5.0469 1.7232 6.2128
H 5.4512 3.4485 6.3847
H 3.8684 2.8338 6.9508
H 4.3430 5.3327 5.1512
H 2.7241 4.7794 5.6772
H 3.0272 5.1574 3.9647
C 2.6004 0.9493 -2.4436
S 3.5022 0.2636 -1.0401
O 2.9497 0.8948 0.1946
C 5.0702 1.0774 -1.4090
H 1.5686 0.6016 -2.3954
H 2.6173 2.0399 -2.4006
H 3.0540 0.6028 -3.3731
H 4.9314 2.1593 -1.4305
H 5.4442 0.7259 -2.3716
H 5.7841 0.8192 -0.6270
C -1.6639 -0.8785 -2.9082
S -0.5625 -1.9781 -3.8183
O 0.4596 -1.1250 -4.5014
C -1.7753 -2.4680 -5.0622
H -1.1006 -0.4212 -2.0930
H -2.0403 -0.0976 -3.5716
H -2.4937 -1.4542 -2.4947
H -2.1449 -1.5863 -5.5884
H -2.6010 -2.9915 -4.5785
H -1.2890 -3.1371 -5.7724
C -1.3212 4.1407 -5.4690
S -2.0754 2.5595 -5.8998
O -2.5260 1.9191 -4.6280
C -0.5408 1.7493 -6.3954
H -2.1007 4.8021 -5.0906
H -0.5640 3.9936 -4.6973
H -0.8714 4.5837 -6.3588
H 0.1666 1.7526 -5.5652
H -0.1165 2.2701 -7.2552
H -0.7681 0.7201 -6.6717
C -3.5092 -6.0856 0.2389
S -3.7727 -5.2104 1.7944
O -2.4299 -4.8206 2.3204
C -4.3196 -6.6534 2.7296
H -3.1231 -5.3766 -0.4934
H -2.7854 -6.8894 0.3821
H -4.4578 -6.4915 -0.1156
H -3.5445 -7.4210 2.7156
H -5.2418 -7.0407 2.2942
H -4.5064 -6.3456 3.7582

# 2
63
Properties=species:S:1:pos:R:3 method="wB97M-V/def2-TZVPD" homo_ev=-4.4 charge=-1 spin_multiplicity=1 e_tot_ev=-85610.90997
C 3.6408 -1.7583 -0.4927
C 3.4609 -0.7604 -1.6182
F 3.9962 -1.3290 -2.8081
Ga 1.4545 -0.2810 -1.7763
C 0.3243 -1.9293 -1.3267
O 1.1444 0.9476 -0.3382
H 4.6528 -1.7814 -0.0947
H 2.9472 -1.4800 0.2927
H 3.3430 -2.7335 -0.8578
H 4.0511 0.1195 -1.3783
H 1.0599 0.3524 -3.2034
H -0.5802 -1.9713 -1.9239
H 0.0191 -1.8389 -0.2865
H 0.8934 -2.8477 -1.4083
H 1.5246 1.7962 -0.6163
C -1.1146 -0.3185 2.4695
O -1.6076 -1.6536 2.5092
C -2.3910 -1.9358 3.6494
C -3.8760 -1.8679 3.3561
O -4.2903 -0.5661 2.9804
C -4.3673 -0.3953 1.5751
H -0.7783 -0.1041 1.4557
H -1.8833 0.4041 2.7520
H -0.2584 -0.2187 3.1451
H -2.1361 -1.2569 4.4704
H -2.1493 -2.9561 3.9687
H -4.4290 -2.1374 4.2629
H -4.1359 -2.5902 2.5754
H -5.2923 -0.8427 1.1910
H -3.5107 -0.8396 1.0657
H -4.3816 0.6735 1.3685
C 3.9294 1.6883 1.6866
O 5.0075 1.6581 0.7588
C 5.2126 2.8810 0.0840
C 6.3509 3.6838 0.6801
O 6.0910 4.0978 2.0139
C 6.6598 3.2427 2.9868
H 4.0303 0.8186 2.3346
H 3.9501 2.5911 2.3032
H 2.9730 1.6202 1.1582
H 4.2926 3.4744 0.0718
H 5.4683 2.6385 -0.9529
H 6.4924 4.5914 0.0841
H 7.2790 3.1045 0.6370
H 7.7354 3.4351 3.0837
H 6.5017 2.1906 2.7431
H 6.1768 3.4589 3.9389
C -2.7872 -0.0777 -3.2135
O -3.2740 -1.4136 -3.2029
C -4.0620 -1.7117 -2.0692
C -5.5456 -1.6703 -2.3731
O -5.9945 -0.3736 -2.7392
C -6.0701 -0.1796 -4.1385
H -2.4519 0.1466 -4.2245
H -3.5619 0.6396 -2.9313
H -1.9356 0.0160 -2.5351
H -3.8208 -1.0337 -1.2456
H -3.8018 -2.7271 -1.7524
H -6.0976 -1.9572 -1.4716
H -5.7876 -2.3924 -3.1601
H -6.9697 -0.6593 -4.5434
H -5.1897 -0.5731 -4.6499
H -6.1313 0.8926 -4.3199

# 3
64
Properties=species:S:1:pos:R:3 method="wB97M-V/def2-TZVPD" s_squared=2.019 homo_ev="-7.4 / -7.5" spin_multiplicity=3 e_tot_ev=-59183.63663
V 0.0031 -1.5835 -0.4216
C 3.3825 -0.8107 -0.6690
O 2.1235 -1.4203 -0.6493
H 4.1620 -1.5712 -0.6224
H 3.6035 -0.3552 -1.6343
H 3.4533 -0.1121 0.1647
C 0.3922 -4.5718 1.4095
O 0.0332 -3.4420 0.6783
H -0.5326 -5.0933 1.6562
H 1.1093 -5.2220 0.9084
H 0.8437 -4.3546 2.3775
C -3.4647 -1.3652 -0.6861
O -2.0910 -1.5580 -0.8529
H -3.8864 -2.0435 0.0556
H -3.6346 -0.3321 -0.3831
H -3.9698 -1.5628 -1.6316
C 0.7463 -3.7510 -2.6511
O 0.1324 -2.4869 -2.3792
C 0.4431 -1.5203 -3.3605
C -0.1600 -0.1575 -2.9985
N 0.1383 0.3025 -1.6175
C -0.6512 1.5352 -1.4722
C -0.0571 2.7396 -2.1904
O 1.3179 2.6219 -1.8217
C 1.9873 3.6697 -2.3992
H 0.3952 -4.2326 -3.5637
H 0.6547 -4.4492 -1.8190
H 1.8274 -3.7327 -2.7884
H 0.0148 -1.8179 -4.3176
H 1.5248 -1.4366 -3.4659
H -1.2423 -0.2460 -3.0935
H 0.1662 0.5909 -3.7208
H 1.0709 0.6809 -1.7026
H -0.8002 1.8499 -0.4393
H -1.7008 1.4075 -1.7370
H -0.4703 3.6964 -1.8712
H -0.2745 2.6178 -3.2516
H 2.9729 3.7605 -1.9426
H 1.4993 4.6193 -2.1799
H 2.0902 3.5101 -3.4726
C 0.8590 3.6415 1.7243
O 0.4682 2.2974 2.0009
C 1.5920 1.4037 1.8536
C 1.0474 -0.0138 2.1970
N -0.2179 -0.3437 1.4803
C -1.0808 -1.0737 2.4304
C -1.8755 -0.1105 3.4367
O -2.7066 0.8770 2.7222
C -3.4920 1.6950 3.5738
H 1.2244 3.9356 0.7404
H 1.6112 4.0171 2.4180
H -0.0271 4.2722 1.7960
H 2.5133 1.7573 2.3164
H 1.9849 1.5100 0.8425
H 0.9160 0.0890 3.2741
H 1.7888 -0.7716 1.9437
H -0.6454 0.5712 1.4637
H -0.4479 -1.7411 3.0154
H -1.8110 -1.6812 1.8959
H -1.3008 0.3949 4.2128
H -2.5344 -0.8001 3.9643
H -2.8118 2.2409 4.2276
H -4.2027 1.1088 4.1564
H -4.0040 2.3511 2.8699

# 4
76
Properties=species:S:1:pos:R:3 method="wB97M-V/def2-TZVPD" homo_ev=-12.7 charge=+1 spin_multiplicity=1 e_tot_ev=-117407.06384
K 0.2871 2.5646 0.2880
O -0.2722 -2.0278 -4.7979
S 0.8140 -2.3000 -3.8480
O 1.2758 -1.1331 -3.0528
O 0.2630 -3.5820 -2.8176
C -0.5494 -4.6805 -3.3137
C -0.6582 -5.8369 -2.2999
C 2.1528 -3.2260 -4.7261
H -0.1595 -5.1299 -4.2269
H -1.5411 -4.2623 -3.4863
H -0.0029 -6.6739 -2.5409
H -1.6361 -6.3165 -2.2572
H -0.3884 -5.5679 -1.2787
H 1.8780 -4.2523 -4.4826
H 3.0810 -2.8369 -4.3074
H 2.1958 -3.0862 -5.8062
O -3.4684 -1.2378 0.7619
S -4.6201 -1.9777 1.2247
O -5.7950 -1.3574 1.8460
O -5.1734 -2.9426 -0.0525
C -6.5168 -3.4881 -0.0167
C -6.5581 -4.9003 -0.4232
C -4.1089 -3.2346 2.4275
H -7.0897 -2.8807 -0.7174
H -6.9625 -3.2864 0.9574
H -7.5446 -5.3625 -0.3860
H -5.8325 -5.3981 0.2201
H -6.2158 -5.0478 -1.4475
H -3.3304 -3.8079 1.9241
H -4.9527 -3.9165 2.5330
H -3.6253 -2.7448 3.2727
O -3.9984 5.1001 -0.7037
S -5.3744 5.6355 -0.8241
O -5.8321 6.6331 0.0812
O -5.5641 6.1186 -2.4337
C -6.5044 7.1614 -2.7571
C -6.2586 7.7896 -4.1717
C -6.6131 4.2297 -0.8119
H -6.3108 7.9575 -2.0382
H -7.5583 6.8922 -2.8284
H -6.8546 8.6934 -4.2981
H -6.4312 7.1830 -5.0607
H -5.2234 8.1298 -4.1973
H -7.5146 4.4600 -1.3797
H -6.9137 4.1480 0.2326
H -6.0820 3.3388 -1.1473
O 6.1564 5.9631 1.9199
S 5.4257 4.8831 2.5469
O 4.0738 4.3868 2.2431
O 6.3368 3.4867 2.4507
C 6.6127 3.0247 1.1643
C 7.8957 2.2139 1.3597
C 5.5927 5.1126 4.3277
H 6.7948 3.8415 0.4660
H 5.8090 2.3827 0.8037
H 7.7855 1.3691 2.0396
H 8.7373 2.8628 1.6023
H 8.1895 1.6155 0.4973
H 5.3110 6.1176 4.6418
H 6.6537 5.0228 4.5607
H 5.0188 4.3516 4.8566
O 3.4544 -0.6801 2.3954
S 3.5889 -2.0270 3.0238
O 2.5727 -3.1009 2.8769
O 4.9467 -2.7893 2.6015
C 5.1482 -3.0836 1.2068
C 6.4661 -3.7897 0.9504
C 3.9031 -1.7468 4.8867
H 5.2324 -2.1830 0.5984
H 4.2715 -3.6095 0.8287
H 6.5854 -4.0394 -0.1039
H 6.3365 -4.7454 1.4582
H 7.3627 -3.2842 1.3091
H 4.0768 -2.7090 5.3685
H 2.9878 -1.2995 5.2742
H 4.7617 -1.0873 5.0130

# 5
74
Properties=species:S:1:pos:R:3 method="wB97M-V/def2-TZVPD" s_squared=8.753 de_lowest_kcal_mol=0.00 homo_ev="-7.7 / -8.5" spin_multiplicity=6 e_tot_ev=-109624.77843
Mn -0.8749 -0.1778 0.0350
N -1.7148 -2.9657 1.4737
O -2.1209 -2.4614 2.5235
O -1.7233 -4.1809 1.2800
O -1.0821 -2.2298 0.6255
O -2.6791 0.4797 -0.4040
H -3.6258 0.5569 -0.4924
C 3.3319 -2.1718 -0.2243
C 1.8528 -1.8080 -0.3414
N 1.4825 -0.4760 0.1516
C 1.8426 -0.2366 1.5770
C 1.5232 -1.3747 2.5070
C 2.2192 0.5640 -0.6160
C 1.8456 0.6606 -2.0653
H 3.8995 -1.7197 -1.0401
H 3.4721 -3.2526 -0.2615
H 3.8014 -1.8482 0.7072
H 1.5940 -1.8558 -1.3955
H 1.2511 -2.5528 0.1749
H 2.9075 0.0304 1.6659
H 1.3144 0.6737 1.8713
H 2.0741 -2.2841 2.2707
H 1.7588 -1.0989 3.5393
H 0.4568 -1.6076 2.5323
H 3.2976 0.3895 -0.5167
H 2.0212 1.5066 -0.1119
H 0.7710 0.8077 -2.1907
H 2.1411 -0.2128 -2.6439
H 2.2695 1.5625 -2.5143
O -0.3834 1.9250 -0.1152
S -0.1680 3.3219 0.0708
O 0.5730 3.7777 1.1791
O 0.5441 3.7757 -1.2547
C 0.9846 5.1739 -1.3193
C 2.4797 5.2207 -1.3040
C -1.7219 4.1163 -0.0181
H 0.6282 5.7634 -0.4714
H 0.5055 5.5253 -2.2292
H 2.8341 6.1912 -1.6598
H 2.9124 4.4961 -2.0013
H 2.8931 4.9867 -0.3265
H -2.2792 3.5545 -0.7670
H -1.6008 5.1567 -0.3003
H -2.1876 4.0117 0.9575
O -2.0544 2.6122 2.7428
S -2.1027 1.1981 2.9144
O -1.1791 0.3664 2.2157
O -1.9198 0.9454 4.4364
C -1.7268 -0.4482 4.8567
C -1.4325 -0.4337 6.3458
C -3.7343 0.6289 2.5933
H -0.9554 -0.9019 4.2453
H -2.6646 -0.9860 4.7006
H -0.5957 0.2127 6.6090
H -1.2274 -1.4532 6.6663
H -2.3087 -0.0492 6.8701
H -3.6642 -0.2174 1.9123
H -4.2829 1.4171 2.0923
H -4.1660 0.3276 3.5431
O -0.7953 -1.2187 -1.9255
S -1.1677 -2.1425 -2.9335
O -2.3110 -1.8874 -3.7385
O 0.0909 -2.2941 -3.8777
C -0.1753 -2.7225 -5.2345
C 1.1406 -2.8104 -5.9497
C -1.2480 -3.7134 -2.1904
H -0.8050 -1.9885 -5.7353
H -0.7111 -3.6745 -5.2530
H 0.9654 -3.0275 -7.0035
H 1.8010 -3.5856 -5.5575
H 1.6821 -1.8678 -5.8605
H -1.4966 -4.4657 -2.9307
H -1.9921 -3.6531 -1.3965
H -0.2843 -3.8802 -1.7151

# 6
60
Properties=species:S:1:pos:R:3 method="wB97M-V/def2-TZVPD" s_squared=0.754 de_lowest_kcal_mol=20.31 homo_ev="-11.2 / -11.2" charge=+1 spin_multiplicity=2 e_tot_ev=-26429.64103
C 2.5285 1.8315 5.8158
C 2.2679 1.0573 4.5286
C 1.8921 1.8258 3.2206
O 3.4074 0.3792 4.1108
H 1.5759 2.2807 6.0968
H 3.2916 2.5710 5.5733
H 2.7450 1.1133 6.6067
H 1.4488 0.3446 4.6246
H 0.8813 2.2040 3.3736
H 1.7064 1.0973 2.4313
H 2.6608 2.5298 2.9020
H 4.0821 1.0576 4.1900
C -0.4187 -5.1278 -2.1052
C -0.0574 -4.2568 -3.3347
C -1.2987 -3.4887 -3.8117
O 0.9788 -3.4078 -2.9740
H -1.1460 -4.6263 -1.4666
H 0.5276 -5.2513 -1.5784
H -0.7867 -6.0998 -2.4334
H 0.3116 -4.8243 -4.1890
H -1.4469 -2.6830 -3.0926
H -2.1311 -4.1913 -3.7726
H -1.1928 -3.0105 -4.7855
H 1.4219 -2.9675 -3.7029
C 0.0969 1.2836 -5.8719
C 0.7972 2.0701 -4.8465
C -0.1301 2.6133 -3.7237
O 1.6670 1.2226 -4.1082
H -0.4978 0.4797 -5.4380
H 0.8631 0.8183 -6.4920
H -0.4928 1.9240 -6.5277
H 1.4204 2.9001 -5.1795
H -0.7020 1.8419 -3.2079
H -0.7771 3.4360 -4.0281
H 0.5323 3.0196 -2.9594
H 1.0879 0.7224 -3.5286
C 0.3463 1.1211 -0.4644
C 0.6013 -0.3584 -0.8783
C -0.5344 -1.3613 -0.2995
O 0.5136 -0.4983 -2.3157
H 0.9174 1.8831 -0.9948
H 0.5108 1.2645 0.6035
H -0.6796 1.4681 -0.5876
H 1.5912 -0.6555 -0.5320
H -0.3961 -1.5634 0.7627
H -0.5171 -2.3897 -0.6603
H -1.4652 -0.8461 -0.5368
H 0.5300 -1.4534 -2.4108
C -3.0141 1.5787 5.0354
C -2.0968 1.5172 3.7914
C -1.6425 0.0668 3.4830
O -2.8291 2.0500 2.7040
H -3.1435 2.6244 5.3146
H -2.4594 1.1291 5.8589
H -3.9347 1.0506 4.7872
H -1.1459 2.0317 3.9302
H -1.1627 -0.2438 4.4111
H -0.9647 -0.0636 2.6394
H -2.5983 -0.4565 3.4544
H -3.5409 1.4162 2.5886

# 7
81
Properties=species:S:1:pos:R:3 method="wB97M-V/def2-TZVPD" homo_ev=-8.1 spin_multiplicity=1 e_tot_ev=-160293.48320
C 6.0974 -1.8727 0.4363
C 5.0234 -0.7783 0.3715
C 3.7862 -1.1147 -0.4737
Br 3.1170 -2.9237 -0.2414
Si 2.3750 -0.0137 0.0944
O 0.9358 -0.3338 -0.6551
Si -0.3520 -0.7599 0.3334
O -1.0269 0.6053 1.0251
C -0.7894 0.8530 2.4164
C -2.0239 0.5576 3.2329
C -2.1784 -0.9429 3.5545
O -1.9555 1.2790 4.4592
P -1.8345 -1.8475 -0.9167
C -2.6739 -2.9788 0.2775
C -3.0525 -0.5199 -1.3648
C -4.4023 -1.1212 -1.7479
S 2.8778 2.1017 -0.2128
C 1.4968 3.0247 0.4300
O 4.0410 2.4373 0.5725
O 2.9660 2.3113 -1.6415
H 6.3359 -2.0820 1.4697
H 7.0095 -1.4976 -0.0099
H 5.8307 -2.7669 -0.1049
H 4.7069 -0.4466 1.3552
H 5.4662 0.0876 -0.1057
H 3.9695 -0.8829 -1.5135
H 2.2326 -0.2231 1.5509
H 0.1068 -1.6833 1.3888
H -0.5547 1.9108 2.5388
H 0.0617 0.2727 2.7741
H -2.9084 0.8607 2.6848
H -1.3499 -1.5414 3.2020
H -3.1366 -1.3288 3.2327
H -2.1700 -1.0080 4.6350
H -1.0880 1.7059 4.5438
H -3.3486 -3.6282 -0.2583
H -3.1928 -2.4629 1.0773
H -1.9137 -3.6065 0.7262
H -3.1921 0.1631 -0.5311
H -2.6056 0.0207 -2.1897
H -5.0770 -0.3381 -2.0673
H -4.8230 -1.5912 -0.8681
H -4.2606 -1.8482 -2.5375
H 0.5645 2.6467 0.0320
H 1.6511 4.0671 0.1947
H 1.5131 2.8887 1.5050
C 4.0115 -0.2749 -4.9023
N 4.5944 -1.6020 -4.5559
O 5.4161 -1.6462 -3.6622
O 4.2022 -2.5589 -5.1944
H 4.4508 0.4740 -4.2544
H 4.2441 -0.0807 -5.9445
H 2.9381 -0.3434 -4.7532
C -6.5467 0.7941 3.4138
N -6.1761 -0.3138 2.4894
O -5.1326 -0.2093 1.8710
O -6.9427 -1.2498 2.4209
H -5.7716 1.5500 3.3726
H -7.5025 1.1874 3.0819
H -6.6291 0.3710 4.4099
C 5.7796 -4.9437 -6.7849
N 5.9698 -5.9111 -7.9016
O 6.7420 -5.6077 -8.7902
O 5.3335 -6.9441 -7.8459
H 6.4042 -4.0787 -6.9687
H 4.7304 -4.6700 -6.7615
H 6.0652 -5.4457 -5.8663
C -5.6688 3.4193 -0.6486
N -5.4960 2.4461 -1.7616
O -4.5750 2.6237 -2.5324
O -6.2936 1.5309 -1.8156
H -4.8918 4.1697 -0.7261
H -6.6553 3.8599 -0.7526
H -5.5896 2.8636 0.2810
C 0.0304 5.5830 5.2134
N 0.2067 4.2464 5.8450
O 0.7152 4.1970 6.9407
O -0.1829 3.2843 5.2046
H 0.4164 6.3340 5.8911
H 0.5810 5.5754 4.2779
H -1.0317 5.7192 5.0350